Formula: C56H154N14O14
Source: the Open Molecules 2025 dataset
Level of theory: the ωB97M-V functional and the def2-TZVPD basis

```
238
Properties=species:S:1:pos:R:3:mulliken_spin:R:1
C 23.08825 4.72723 12.98183 0.0617
C 22.44282 3.39296 13.11058 0.0131
C 21.25251 3.12135 12.15057 0.1219
O 20.14727 3.96807 12.29133 -0.1485
C 19.35295 3.71314 13.42366 0.0712
N 23.51383 2.42482 12.80085 -0.0089
H 23.79888 4.93495 13.78181 -0.0079
H 22.29401 5.44522 13.18624 -0.0028
H 23.51605 4.97430 12.01021 0.0158
H 22.14445 3.26268 14.15082 -0.0092
H 20.98728 2.07079 12.26921 0.0212
H 21.53469 3.19417 11.10026 0.0147
H 18.98485 2.68991 13.49855 0.0257
H 18.48299 4.36625 13.49234 -0.0311
H 19.88850 3.95789 14.34092 0.0318
H 24.32766 2.68717 13.33839 -0.0016
H 23.78390 2.47075 11.82871 -0.0020
C 13.80499 -1.39118 20.10488 -0.0035
C 13.91362 0.04203 20.59990 -0.0007
C 15.00515 0.20700 21.78220 0.0040
O 14.75087 -0.89283 22.69859 -0.0018
C 15.67834 -0.92570 23.76183 0.0004
N 14.23604 0.85129 19.40807 -0.0040
H 13.21992 -1.40419 19.18531 0.0001
H 13.43007 -2.11118 20.83230 0.0002
H 14.77697 -1.79710 19.82452 0.0020
H 12.93744 0.34330 20.97992 0.0000
H 14.80677 1.08561 22.39604 0.0007
H 16.00851 0.22470 21.35670 0.0008
H 15.31307 -1.75998 24.36072 -0.0001
H 15.78360 -0.05061 24.40310 0.0000
H 16.67581 -1.09669 23.35698 -0.0001
H 15.08901 0.38415 19.13547 0.0003
H 14.51515 1.74337 19.79069 0.0013
C 14.45007 5.47023 10.31064 -0.3473
C 15.85720 5.76565 10.73172 0.9922
C 15.89159 5.91805 12.28825 -0.7755
O 15.10570 7.01739 12.81637 -1.3906
C 15.51464 8.34927 12.34962 1.6284
N 16.65758 4.60920 10.35509 -1.2282
H 14.16728 4.51408 10.75099 0.1462
H 14.35170 5.36258 9.23044 0.1576
H 13.84478 6.30209 10.67082 0.0795
H 16.26979 6.63414 10.21831 0.5088
H 16.92791 6.08575 12.58155 -0.0026
H 15.59379 5.00525 12.80422 0.0825
H 14.64295 8.93466 12.64215 -0.0848
H 15.53927 8.57494 11.28352 -0.1464
H 16.42720 8.70097 12.83092 0.1203
H 17.64981 4.78303 10.42839 0.3741
H 16.60194 4.42751 9.36312 0.0386
C 11.97991 7.88983 12.90961 0.3413
C 11.48951 6.72450 13.80867 -0.0770
C 12.65236 5.88078 14.42539 -0.0887
O 12.08948 4.83018 15.18299 0.0242
C 11.70071 3.72714 14.41882 -0.0118
N 10.57216 7.27938 14.84760 0.0220
H 11.16411 8.36103 12.36139 0.0525
H 12.72756 7.64927 12.15380 -0.1359
H 12.45392 8.54828 13.63752 -0.0307
H 10.80932 6.13623 13.19274 -0.0325
H 13.23872 6.52398 15.08158 -0.0102
H 13.25824 5.55213 13.58100 0.0140
H 10.85552 3.91742 13.75734 0.0007
H 11.28859 2.95465 15.06806 -0.0021
H 12.53416 3.37362 13.81178 0.0051
H 11.13265 8.06321 15.15019 -0.0110
H 10.67974 6.49790 15.47834 0.0077
C 16.38273 0.41355 8.03556 0.2036
C 16.18171 1.91324 8.18359 -1.8706
C 15.89174 2.66622 6.92337 1.0231
O 15.92029 4.05718 7.34643 -1.8216
C 15.51120 5.00673 6.34875 2.4551
N 15.16343 2.08639 9.12054 0.5906
H 17.21353 0.18982 7.36637 0.0879
H 15.44758 -0.03577 7.70135 -0.0075
H 16.58665 -0.10244 8.97378 -0.0030
H 17.07761 2.30857 8.66229 0.0500
H 14.93514 2.36059 6.49957 0.0313
H 16.68713 2.56765 6.18462 0.1025
H 15.58194 6.00880 6.77177 -0.1199
H 14.46497 4.94341 6.04960 -0.1535
H 16.16164 4.97680 5.47460 -0.0411
H 15.21973 3.09323 9.17711 -0.0572
H 14.22137 2.01304 8.76382 -0.0952
C 14.75669 4.63338 17.24108 0.0111
C 16.32653 4.89527 17.28249 -0.0346
C 16.61391 5.88725 16.06088 -0.0101
O 17.94742 6.33848 16.03789 -0.1147
C 18.21830 7.19686 15.02309 0.3568
N 16.48455 5.56543 18.55741 -0.0003
H 14.10161 5.49441 17.37371 0.0017
H 14.36695 3.98483 18.02568 -0.0015
H 14.56704 4.08766 16.31679 -0.0013
H 16.90737 3.97303 17.26844 0.0127
H 15.79128 6.60073 16.01249 0.0240
H 16.55064 5.17344 15.23956 -0.0140
H 19.28318 7.38135 15.16485 -0.0729
H 17.65845 8.12968 15.09009 0.0436
H 18.12283 6.75174 14.03271 -0.0183
H 17.43606 5.84377 18.75042 0.0006
H 15.95358 6.40608 18.38003 -0.0061
C 15.32322 -6.06216 17.54303 0.0001
C 14.70437 -4.85293 16.78562 0.0006
C 15.54835 -4.28614 15.60187 -0.0043
O 16.87367 -4.02336 15.98451 -0.0015
C 17.02204 -2.77344 16.75431 0.0059
N 13.39007 -5.25475 16.29623 0.0001
H 15.46800 -6.94095 16.91465 0.0001
H 14.66901 -6.20799 18.40259 0.0000
H 16.34206 -5.83834 17.85921 0.0000
H 14.65111 -4.08860 17.56091 0.0007
H 14.95334 -3.52374 15.09904 0.0011
H 15.55962 -5.11235 14.89100 -0.0010
H 18.07750 -2.50205 16.73278 -0.0027
H 16.63464 -2.85350 17.76999 0.0000
H 16.60949 -1.96757 16.14730 0.0015
H 12.97932 -4.45336 15.83890 0.0002
H 13.50240 -5.87556 15.50751 -0.0001
C 8.49897 3.00963 16.46576 -0.0002
C 7.88428 1.62936 16.28655 0.0008
C 8.75548 0.64061 15.42374 -0.0055
O 8.84886 1.13788 14.06378 -0.0062
C 9.83055 0.41441 13.33413 0.0130
N 7.50442 1.06622 17.56161 0.0004
H 9.55541 3.02531 16.73368 0.0005
H 7.97043 3.58334 17.22708 -0.0004
H 8.47264 3.43723 15.46349 -0.0001
H 6.96475 1.84386 15.74199 0.0000
H 8.28009 -0.33958 15.46011 -0.0009
H 9.76353 0.56293 15.83107 0.0006
H 9.86003 0.67252 12.27554 0.0206
H 9.54716 -0.63786 13.31187 0.0002
H 10.82556 0.47124 13.77553 0.0036
H 7.08408 1.77671 18.14351 0.0000
H 8.38648 0.86519 18.01068 -0.0002
C 8.87932 -2.04097 21.63644 0.0001
C 8.72844 -1.21235 20.36152 -0.0001
C 10.07080 -0.49145 19.88994 -0.0009
O 9.91486 0.33371 18.71186 0.0007
C 11.11375 0.95997 18.30387 0.0095
N 8.19238 -2.07303 19.31074 0.0000
H 9.58144 -2.87222 21.57202 0.0000
H 7.90994 -2.47852 21.87506 0.0000
H 9.18632 -1.43353 22.48784 -0.0001
H 8.02091 -0.41683 20.59531 -0.0001
H 10.84406 -1.24056 19.71964 0.0003
H 10.39659 0.05159 20.77710 0.0002
H 11.51642 1.61101 19.07984 0.0015
H 11.01991 1.69044 17.50032 -0.0085
H 11.89792 0.23775 18.07680 0.0005
H 8.17097 -1.56135 18.44020 0.0000
H 7.21313 -2.16659 19.53967 0.0000
C 19.93372 -1.73692 7.61418 0.0185
C 20.44719 -0.34635 7.24089 0.2097
C 21.32106 0.17867 8.36722 0.0244
O 20.80020 0.39813 9.63839 -0.0453
C 19.56254 1.06883 9.75072 -0.0273
N 21.23856 -0.55230 6.12633 -0.0648
H 20.59270 -2.44371 8.11846 -0.0021
H 19.64425 -2.21530 6.67852 -0.0051
H 19.14968 -1.60389 8.35961 -0.0134
H 19.55334 0.26130 7.09981 0.0170
H 21.77204 1.10180 8.00316 -0.0049
H 22.13429 -0.53462 8.50123 0.0109
H 18.79830 0.29175 9.73724 0.0587
H 19.27986 1.90310 9.10870 -0.0696
H 19.48516 1.25881 10.82124 0.0359
H 20.84424 -0.90656 5.26662 -0.0095
H 21.49486 0.39668 5.89431 -0.0146
C 11.87370 1.40800 10.11602 -0.2637
C 11.46945 2.22483 8.86275 0.1352
C 11.47643 3.74404 8.99116 -0.2779
O 10.54088 4.14475 9.95355 -0.0832
C 10.63849 5.51186 10.37148 0.0906
N 12.38756 1.75533 7.81128 -0.1608
H 12.43577 2.05230 10.79209 0.0372
H 12.49694 0.54604 9.87796 0.0639
H 10.97531 1.01186 10.58937 0.0050
H 10.43606 2.04050 8.56910 0.2627
H 11.24604 4.17252 8.01575 0.0593
H 12.41046 4.16634 9.36179 0.2509
H 11.56844 5.61752 10.93016 0.0250
H 9.79281 5.75389 11.01518 -0.0294
H 10.63864 6.13377 9.47632 -0.0566
H 11.86922 2.05493 6.99786 -0.0907
H 12.22265 0.76378 7.71262 -0.0567
C 14.50191 0.46477 12.17355 0.0062
C 15.35749 1.65156 12.45861 -0.0531
C 15.64234 1.71266 14.04884 0.0035
O 14.38791 1.80479 14.70245 -0.0109
C 14.37131 1.11035 15.90546 0.0015
N 16.54052 1.34649 11.67550 0.0216
H 14.32542 0.52492 11.09962 -0.0066
H 13.59909 0.57538 12.77421 -0.0088
H 14.90061 -0.48458 12.53113 0.0094
H 14.85329 2.53974 12.07780 0.0264
H 16.39937 2.48237 14.19902 0.0081
H 16.13011 0.74433 14.16077 0.0017
H 14.93095 1.62208 16.68842 -0.0012
H 14.80459 0.11246 15.83767 0.0049
H 13.37486 0.93597 16.31140 0.0039
H 17.04045 2.21775 11.57027 0.0077
H 16.15278 1.25277 10.74762 -0.0069
C 17.53271 -2.72919 13.04116 0.0027
C 17.07223 -2.95006 11.62794 0.0088
C 15.61973 -3.33084 11.40588 -0.0043
O 15.33312 -4.60650 11.90628 -0.0011
C 15.00212 -5.62092 11.04335 0.0035
N 17.42325 -1.71422 10.93716 -0.0299
H 17.02261 -1.88031 13.49646 0.0008
H 18.61262 -2.74099 13.18867 -0.0030
H 17.12507 -3.55126 13.62948 -0.0004
H 17.64700 -3.75696 11.17332 0.0020
H 15.42338 -3.05315 10.37029 0.0144
H 15.01781 -2.60163 11.94813 -0.0061
H 14.78965 -6.52075 11.62062 -0.0008
H 15.82147 -5.66319 10.32573 -0.0005
H 14.08190 -5.27277 10.57420 -0.0002
H 18.38767 -1.42115 11.00124 0.0059
H 16.99638 -0.86541 11.27977 0.0054
C 8.61913 -3.58065 15.43929 0.0011
C 9.57121 -4.05496 16.48602 0.0001
C 10.70010 -3.05867 16.73605 0.0011
O 11.52543 -3.05694 15.54944 -0.0006
C 12.19019 -1.84092 15.25152 -0.0081
N 8.96804 -4.39636 17.75974 0.0000
H 9.29800 -3.18827 14.68213 0.0006
H 8.01162 -2.70422 15.66494 -0.0003
H 8.05408 -4.40063 14.99606 -0.0004
H 9.99917 -4.98116 16.10245 0.0000
H 11.38907 -3.32513 17.53755 -0.0003
H 10.24838 -2.08232 16.91148 -0.0003
H 11.49454 -1.00630 15.33864 0.0022
H 12.54775 -1.95231 14.22788 0.0007
H 13.04094 -1.68999 15.91602 0.0035
H 8.17990 -5.01648 17.63979 0.0000
H 8.62400 -3.60753 18.28840 -0.0001
```

Values from the calculation:
Net charge: -1
Multiplicity: 2
Energy relative to the best compared isomer or geometry (same formula, charge and spin): 154.56 kJ/mol
Expectation value of S²: 0.75
Frontier orbital gap (alpha / beta): 1.18 / 8.54 eV
Max |F|: 4.24 eV/A